{"formula": "C12H21Cl6N3", "method": "ωB97M-V/def2-TZVPD", "elements": ["Cl", "Cl", "Cl", "Cl", "Cl", "Cl", "N", "N", "N", "C", "C", "C", "C", "C", "C", "C", "C", "C", "C", "C", "C", "H", "H", "H", "H", "H", "H", "H", "H", "H", "H", "H", "H", "H", "H", "H", "H", "H", "H", "H", "H", "H"], "coordinates": [[2.603755, 1.721947, -1.397578], [5.078585, 3.765157, -0.509628], [-1.113365, 0.173867, 3.167942], [-3.715665, -2.421343, -0.493268], [-3.665565, 0.607077, -3.624438], [1.165225, -1.114613, 5.268372], [-1.371355, -6.459153, -1.548158], [0.354695, -1.435893, -0.238008], [0.540995, 3.805217, 1.663112], [3.425275, 4.307787, -0.840818], [-3.382265, -1.506433, -1.994778], [-0.257195, -1.424283, 2.928332], [-0.492265, 1.011087, -0.644928], [2.655155, 3.459087, -1.886768], [-3.907765, -0.094053, -1.993968], [-0.016075, -2.051893, 4.292292], [-0.384645, -4.183083, -2.447378], [-0.041115, -0.356143, -0.432108], [2.142045, 1.885997, 2.591422], [1.256145, 2.952917, 2.065372], [-0.965755, -5.423883, -1.971928], [3.075775, 3.458507, -2.892338], [0.376015, -3.051143, 4.102912], [-2.297145, -1.422873, -2.055148], [2.911445, 1.736127, 1.834022], [0.196485, -4.304273, -3.361548], [-3.812305, -2.105123, -2.797738], [-4.950685, -0.007993, -1.688978], [-0.940475, -2.196133, 4.851562], [2.856195, 4.272507, 0.088162], [-0.939265, -2.022593, 2.324252], [-0.426005, 1.408787, -1.657618], [1.646085, 3.851777, -2.011918], [0.172475, -3.684733, -1.654048], [0.716685, -1.407763, 2.439082], [2.517405, 2.276607, 3.537262], [1.557455, 0.971527, 2.692002], [0.128475, 1.726607, -0.105648], [-1.515235, 1.159677, -0.299168], [-3.381485, 0.499857, -1.246718], [3.496865, 5.298017, -1.290728], [-1.297615, -3.676743, -2.760768]], "atomic_forces_ev_per_a": [[-0.1, 0.5, -0.1], [0.1, -0.1, 0.0], [0.7, -0.5, -0.5], [-0.2, 0.2, 0.2], [0.0, -0.1, 0.4], [-0.3, -0.3, -0.2], [1.3, 4.0, -1.7], [-0.7, 1.8, -0.4], [2.4, -2.7, 1.3], [-1.0, -0.6, -1.2], [0.3, -0.1, -0.2], [-0.3, 0.0, 1.0], [-0.2, 0.9, 0.3], [0.7, -0.2, 0.3], [-0.5, 0.2, 0.7], [-0.4, -0.4, -0.4], [-0.9, -0.1, -0.4], [0.8, -1.5, 0.1], [-0.7, 0.9, -0.7], [-2.2, 2.3, -1.1], [-0.7, -4.8, 1.9], [0.4, 0.1, 0.3], [0.4, 0.1, 0.2], [0.0, -0.4, -0.3], [0.3, -0.1, 0.3], [0.2, -0.2, 0.2], [0.2, 0.2, 0.0], [-0.1, -0.2, -0.5], [0.1, 0.4, 0.1], [0.2, 0.3, -0.1], [0.1, 0.0, 0.1], [0.0, -0.7, -0.5], [-0.2, -0.2, 0.4], [-0.2, 0.2, -0.2], [-0.3, 0.9, -0.3], [0.2, -0.5, 0.0], [0.1, 0.1, 0.3], [0.1, -0.3, 0.4], [0.0, -0.2, 0.1], [0.2, 0.1, -0.3], [-0.1, 0.2, 0.4], [0.3, 1.0, 0.1]], "lowdin_charge": [0.457, 0.504, 0.512, 0.513, 0.412, 0.510, 0.096, 0.140, 0.118, -0.695, -0.718, -0.641, -0.164, -0.653, -0.720, -0.674, -0.109, -0.298, -0.082, -0.306, -0.298, 0.051, 0.071, 0.034, 0.060, 0.076, 0.055, 0.062, 0.065, 0.033, 0.061, 0.036, 0.045, 0.056, 0.052, 0.081, 0.026, 0.014, 0.058, 0.039, 0.060, 0.059], "total_charge": -1, "e_lumo_ha": [0.0870, 0.0841], "s_squared": 0.75, "homo_lumo_gap_ev": [1.8086, 10.7600], "spin_multiplicity": 2, "total_energy_ha": -3395.20574, "homo_ev": [0.6, -8.5]}